DFT (ωB97M-V with the def2-TZVPD basis set) results for a 2-piece molecular cluster, C18H45B2N3O9P3S overall.

E_HOMO ... -11.56 eV
DFT total energy ... -3026.121392 hartree
Total charge ... +1
Kohn-Sham gap ... 0.3071 Eh
Maximum force ... 3.0 eV Å⁻¹
M ... 594.183 g mol⁻¹

Structure (XYZ):
```
81
C18H45B2N3O9P3S, DFT ωB97M-V with the def2-TZVPD basis set
C -5.16 -1.42 -1.70
C -3.91 -0.88 -2.46
B -3.35 0.40 -1.76
O -4.11 1.53 -1.88
C -1.89 0.55 -1.01
P -1.01 -1.18 -0.72
O -2.23 -2.24 -0.54
O -0.48 -1.53 -2.21
N -1.13 1.47 -2.00
B -1.43 1.31 -3.51
O -1.90 2.43 -4.14
O -1.26 0.16 -4.13
C -1.54 0.05 -5.54
C 0.33 1.71 -1.63
P 1.69 0.76 -2.53
S 2.69 -0.45 -1.39
C 0.49 1.61 -0.12
P 1.82 2.76 0.47
N 1.33 4.22 0.62
O 3.02 2.65 -0.56
O 2.42 2.14 1.80
O -0.68 2.13 0.46
C -1.90 1.30 0.38
C -1.78 0.43 1.63
C -2.89 -0.58 1.99
N -2.33 -1.85 2.45
C -2.93 2.41 0.51
C -4.32 2.01 1.02
C -4.56 2.21 2.46
O -5.11 3.08 1.34
H -5.01 -2.46 -1.42
H -5.41 -0.83 -0.82
H -6.03 -1.41 -2.35
H -3.19 -1.67 -2.64
H -4.25 -0.56 -3.45
H -4.49 1.65 -2.75
H -3.11 -1.90 -0.37
H -0.57 -2.47 -2.42
H -1.58 2.37 -1.80
H -1.33 3.20 -4.06
H -1.36 -0.98 -5.80
H -0.85 0.68 -6.10
H -2.57 0.29 -5.76
H 0.51 2.76 -1.85
H 2.49 1.78 -3.05
H 1.15 0.10 -3.63
H 0.73 0.59 0.20
H 0.36 4.37 0.41
H 3.61 3.41 -0.43
H 1.72 1.82 2.38
H -0.82 -0.08 1.66
H -1.72 1.16 2.43
H -3.45 -0.16 2.82
H -3.64 -0.70 1.20
H -2.86 -2.63 2.08
H -1.40 -1.98 2.10
H -2.58 3.10 1.26
H -3.09 2.95 -0.42
H -4.79 1.14 0.58
H -5.49 1.99 2.95
H -3.87 2.84 3.01
C 3.33 -0.93 3.10
C 4.71 -0.78 2.49
C 5.00 -1.81 1.39
C 4.99 -3.27 1.85
C 5.97 -3.60 2.97
C 7.43 -3.37 2.58
H 3.20 -1.90 3.59
H 3.15 -0.17 3.86
H 2.55 -0.83 2.34
H 5.47 -0.84 3.27
H 4.80 0.22 2.06
H 5.96 -1.58 0.93
H 4.25 -1.68 0.61
H 5.21 -3.90 0.99
H 3.98 -3.54 2.18
H 5.84 -4.64 3.25
H 5.74 -3.01 3.86
H 7.70 -3.98 1.71
H 8.10 -3.64 3.40
H 7.63 -2.33 2.33
```

=====

DFT (ωB97M-V with the def2-TZVPD basis set) results for C18H45Cl2FFeO12P3 as an isolated structure.

E_HOMO (alpha / beta) ... -8.51 / -8.35 eV
DFT total energy ... -4924.198731 hartree
Kohn-Sham gap (alpha / beta) ... 0.3262 / 0.3139 Eh
Maximum force ... 1.8 eV Å⁻¹
M ... 692.217 g mol⁻¹
ΔE to the lowest compared entry with this formula, charge and spin ... 0.000 eV
2S+1 ... 6

Structure (XYZ):
```
82
C18H45Cl2FFeO12P3, DFT ωB97M-V with the def2-TZVPD basis set
Fe -28.68 -20.13 9.46
F -27.96 -20.50 7.83
Cl -27.07 -18.65 10.33
Cl -30.45 -18.69 8.95
C -24.51 -20.99 13.67
C -25.39 -20.73 12.46
O -25.12 -21.70 11.42
P -26.27 -22.53 10.79
O -27.29 -21.76 10.10
O -25.50 -23.55 9.91
C -24.69 -23.07 8.79
C -23.86 -24.23 8.30
O -26.90 -23.42 11.93
C -26.15 -24.41 12.66
C -27.10 -25.50 13.11
H -25.01 -20.62 14.56
H -24.37 -22.06 13.83
H -23.54 -20.50 13.63
H -26.44 -20.81 12.74
H -25.25 -19.74 12.04
H -25.38 -22.74 8.02
H -24.09 -22.23 9.15
H -24.52 -25.05 8.04
H -23.26 -23.90 7.45
H -23.19 -24.58 9.09
H -25.45 -24.84 11.94
H -25.55 -23.98 13.45
H -27.19 -26.25 12.33
H -26.82 -25.94 14.07
H -28.11 -25.11 13.21
C -28.15 -24.32 6.05
C -28.52 -23.40 7.20
O -29.56 -24.05 8.00
P -30.45 -23.10 8.89
O -29.87 -21.80 9.14
O -31.85 -23.04 8.16
C -31.96 -22.35 6.90
C -33.14 -22.90 6.14
O -30.77 -23.96 10.14
C -31.53 -25.20 10.05
C -32.20 -25.39 11.38
H -27.91 -23.74 5.16
H -27.20 -24.79 6.32
H -28.82 -25.15 5.87
H -27.71 -23.17 7.89
H -28.83 -22.42 6.83
H -32.04 -21.28 7.08
H -31.07 -22.54 6.30
H -34.03 -23.05 6.75
H -33.43 -22.23 5.33
H -32.90 -23.89 5.74
H -32.21 -25.12 9.21
H -30.80 -25.99 9.84
H -33.07 -24.77 11.56
H -32.45 -26.44 11.55
H -31.43 -25.23 12.14
C -28.91 -17.63 14.79
C -28.59 -18.61 13.70
O -29.40 -19.81 13.85
P -30.24 -20.30 12.62
O -29.48 -20.26 11.37
O -31.50 -19.40 12.52
C -32.47 -19.30 13.57
C -33.62 -18.48 13.08
O -30.77 -21.69 13.08
C -29.79 -22.73 13.33
C -29.49 -22.82 14.81
H -28.06 -16.92 14.84
H -29.71 -16.91 14.61
H -28.96 -18.11 15.76
H -28.73 -18.19 12.70
H -27.56 -18.94 13.79
H -32.87 -20.30 13.79
H -32.05 -18.98 14.52
H -33.99 -18.82 12.12
H -34.42 -18.49 13.81
H -33.35 -17.42 12.99
H -30.26 -23.66 13.02
H -28.94 -22.57 12.68
H -28.69 -22.16 15.15
H -30.41 -22.64 15.36
H -29.17 -23.83 15.09
```

=====

DFT (ωB97M-V with the def2-TZVPD basis set) results for C18H45Cl4InN3O6 as an isolated structure.

E_HOMO ... -5.06 eV
DFT total energy ... -3359.111575 hartree
Total charge ... -1
Kohn-Sham gap ... 0.1323 Eh
Maximum force ... 4.0 eV Å⁻¹
M ... 656.203 g mol⁻¹
ΔE to the lowest compared entry with this formula, charge and spin ... 3.519 eV

Structure (XYZ):
```
77
C18H45Cl4InN3O6, DFT ωB97M-V with the def2-TZVPD basis set
In 15.69 -21.70 20.17
Cl 14.98 -19.99 23.13
Cl 17.66 -24.19 18.28
Cl 16.48 -24.26 22.52
Cl 18.85 -21.50 21.58
C 22.17 -21.23 25.60
O 20.77 -21.42 25.40
C 20.18 -20.12 25.71
C 18.76 -20.05 25.04
N 17.86 -21.22 25.08
C 17.11 -21.41 26.22
C 16.22 -22.59 25.85
O 16.89 -23.91 25.94
C 16.20 -24.86 26.73
H 22.27 -20.61 26.50
H 22.70 -20.82 24.74
H 22.46 -22.21 25.99
H 20.70 -19.18 25.54
H 19.92 -20.06 26.77
H 19.03 -19.83 24.01
H 18.19 -19.17 25.35
H 17.15 -21.05 24.38
H 16.36 -20.64 26.40
H 17.65 -21.55 27.16
H 15.84 -22.48 24.83
H 15.27 -22.44 26.37
H 16.84 -25.72 26.91
H 15.30 -25.15 26.19
H 15.91 -24.25 27.59
C 13.00 -23.10 22.78
O 13.26 -22.36 21.66
C 12.11 -21.65 21.14
C 12.35 -20.16 20.87
N 13.28 -19.87 19.73
C 13.69 -18.50 19.82
C 14.90 -18.02 19.12
O 15.87 -18.59 19.99
C 16.71 -17.68 20.84
H 12.51 -22.56 23.59
H 13.89 -23.48 23.27
H 12.31 -23.93 22.64
H 11.20 -21.63 21.74
H 11.99 -22.10 20.15
H 12.60 -19.75 21.85
H 11.42 -19.65 20.61
H 12.65 -19.82 18.94
H 13.80 -18.17 20.86
H 12.95 -17.84 19.38
H 14.98 -16.94 19.11
H 14.93 -18.50 18.15
H 17.28 -16.97 20.24
H 17.46 -18.26 21.37
H 16.17 -17.29 21.70
C 18.11 -19.29 17.71
O 16.99 -20.21 17.68
C 16.28 -20.14 16.46
C 15.41 -21.44 16.56
N 14.18 -21.37 17.28
C 13.16 -22.42 16.95
C 13.64 -23.79 17.52
O 13.85 -23.85 18.89
C 13.73 -25.19 19.46
H 17.78 -18.38 18.21
H 18.59 -19.05 16.76
H 18.87 -19.67 18.40
H 16.85 -20.12 15.53
H 15.58 -19.30 16.45
H 16.05 -22.25 16.93
H 15.22 -21.86 15.57
H 13.72 -20.56 16.88
H 12.78 -22.43 15.93
H 12.17 -22.36 17.42
H 14.52 -24.22 17.04
H 12.82 -24.48 17.30
H 14.48 -25.85 19.03
H 12.85 -25.79 19.19
H 13.92 -25.07 20.53
```

=====

Question: Which of these has the lowest DFT total energy?
Answer: C18H45Cl2FFeO12P3